Record 1
80
Properties=species:S:1:pos:R:3:forces:R:3:lowdin_charge:R:1 method="wB97M-V/def2-TZVPD" multiplicity=1 total_charge=+1 de_lowest_kcal_mol=39.6 homo_lumo_gap_ev=6.68
H -4.082 0.383 -1.002 -0.07 0.02 -0.06 0.04
N 1.140 -3.075 -1.326 0.06 0.38 -0.55 -0.21
C -2.341 -0.474 1.378 0.05 -0.02 0.04 -0.28
C -3.140 0.212 -1.517 -0.03 0.02 -0.20 -0.25
N 0.401 0.972 -0.290 0.21 0.77 -0.28 0.00
H -0.255 4.627 -0.245 0.00 0.02 -0.02 0.07
N -0.042 0.857 -1.567 0.39 0.81 0.25 -0.20
C -0.137 -3.351 -0.904 0.29 -0.20 0.38 -0.33
H 0.623 -2.790 -5.599 0.07 0.03 0.01 0.09
H 3.256 -2.169 -0.004 -0.05 0.04 0.03 0.11
H -0.061 4.357 -4.040 0.03 0.01 0.02 0.09
C 3.190 0.085 -1.530 -0.04 0.17 -0.40 -0.55
N 1.506 -3.482 -2.626 -0.14 -0.07 0.52 0.03
C 4.278 -1.481 1.755 -0.05 -0.01 -0.09 0.04
C 4.463 0.997 0.377 -0.01 -0.07 -0.05 0.06
C -0.292 -4.139 3.281 0.01 0.01 -0.03 -0.06
H -2.228 -1.392 1.957 0.02 0.01 0.05 0.08
O 5.650 1.733 2.394 0.03 -0.02 0.14 0.04
C -3.653 0.188 1.663 -0.04 0.04 0.12 -0.32
H -6.742 -0.495 2.894 0.01 0.00 0.01 0.11
N 1.095 2.604 -1.521 -0.21 -0.28 0.45 -0.03
H -3.493 -2.833 -1.577 -0.02 -0.01 0.00 0.05
O 3.591 0.921 -2.308 -0.09 0.22 0.05 0.09
C 0.189 -2.929 2.790 0.01 -0.07 0.17 0.00
H 1.680 -4.035 -5.037 0.02 0.00 -0.01 0.11
C -3.834 1.548 1.413 0.05 0.01 -0.01 -0.07
C -0.392 4.746 -3.076 -0.05 0.00 0.00 -0.07
H 1.667 2.470 0.551 0.00 -0.02 -0.05 0.16
C 0.814 -2.946 -3.563 0.06 0.12 -0.33 -0.80
C -0.757 -4.901 1.040 -0.01 -0.17 0.12 -0.02
H 1.383 5.811 -2.548 -0.02 0.03 0.01 0.15
H 4.240 -2.427 2.277 0.00 0.01 -0.01 0.13
C 1.737 3.835 -2.032 0.04 -0.32 0.10 -0.08
C -4.714 -0.535 2.201 -0.03 -0.05 -0.07 -0.05
H -1.156 -6.046 2.811 0.00 0.00 0.00 0.11
H -3.013 2.128 1.003 0.00 0.00 0.02 0.11
O 0.527 -1.540 0.853 -0.06 -0.09 -0.06 -0.29
H -2.928 -3.384 0.018 -0.03 0.02 0.05 0.03
H 0.545 -2.147 3.447 0.00 -0.01 -0.01 0.13
H 5.616 1.557 4.454 0.01 0.02 0.04 0.14
H -1.103 4.031 -2.653 0.03 0.01 0.00 0.07
C 1.126 2.063 -0.288 0.20 0.33 0.05 -0.05
C 6.034 1.043 3.590 -0.11 -0.05 -0.14 -0.10
H 2.540 4.044 -1.326 0.05 0.00 -0.04 0.14
W 0.419 -1.197 -1.017 -0.55 -2.00 -0.48 1.39
O 5.485 -0.280 3.518 0.06 0.10 0.04 0.05
S -0.388 -1.649 -3.307 0.19 -0.11 0.36 0.64
H -7.038 1.917 2.440 0.00 0.00 -0.01 0.11
As -2.123 -1.056 -0.485 -0.22 0.33 0.30 1.10
C 4.984 0.824 1.627 0.01 0.12 -0.04 -0.21
C -6.096 1.434 2.219 0.03 0.02 -0.01 -0.08
H 7.121 0.984 3.642 0.04 -0.02 0.00 0.14
H -5.163 3.226 1.494 0.01 0.00 0.00 0.11
H -4.586 -1.590 2.417 0.00 0.01 0.02 0.11
H 2.180 3.559 -2.986 -0.04 -0.01 -0.03 0.14
H -2.620 1.156 -1.656 0.01 0.01 0.07 0.02
H 1.114 5.742 -0.097 0.01 -0.02 -0.02 0.09
H -3.324 -0.233 -2.495 -0.01 0.02 -0.01 0.04
C 3.795 -0.109 -0.187 0.08 0.07 0.11 -0.16
C 0.772 5.008 -2.127 -0.03 0.05 0.04 -0.41
C 3.720 -1.319 0.482 -0.04 -0.15 0.04 -0.02
N 0.960 -3.359 -4.846 -0.14 -0.01 0.09 0.09
C 4.887 -0.384 2.304 0.03 -0.10 0.07 -0.21
C -3.325 -2.541 -0.542 -0.07 -0.25 -0.13 -0.23
O 2.150 -0.691 -1.824 0.42 -0.16 0.51 -0.23
H -0.934 5.674 -3.253 -0.02 -0.01 0.00 0.09
H -1.114 -5.664 0.358 0.01 -0.01 0.02 0.12
C -5.042 2.168 1.689 -0.04 -0.04 0.00 -0.07
C -0.267 -3.706 0.543 0.03 -0.20 -0.40 -0.20
C 0.289 5.436 -0.743 -0.05 0.01 0.01 -0.06
H -0.770 -3.871 -1.619 -0.28 0.25 0.06 0.12
H -4.257 -2.193 -0.097 -0.08 -0.11 -0.03 0.04
H -0.401 6.276 -0.820 0.02 0.01 -0.01 0.09
H 4.581 1.915 -0.181 -0.01 0.00 0.01 0.13
H -0.299 -4.313 4.349 -0.01 -0.01 0.00 0.11
C 0.173 -2.741 1.426 0.16 0.40 -0.06 -0.33
H -1.495 0.167 1.622 0.00 0.02 -0.06 0.07
C -5.929 0.081 2.474 0.02 0.00 -0.02 -0.07
N 0.387 1.806 -2.302 -0.12 0.06 -0.58 0.18
C -0.774 -5.115 2.416 0.03 0.07 -0.07 -0.06

Record 2
92
Properties=species:S:1:pos:R:3:forces:R:3:lowdin_charge:R:1 method="wB97M-V/def2-TZVPD" multiplicity=1 total_charge=+1 homo_lumo_gap_ev=7.65
H 0.093 1.489 -8.100 -0.04 0.00 0.02 0.07
H -5.656 -4.860 1.993 0.05 -0.40 0.15 0.08
C -6.053 -2.879 2.601 0.17 -0.55 -0.72 -0.24
H 8.516 1.632 -4.478 0.01 0.09 -0.06 0.09
C -1.942 -2.110 2.204 0.60 0.35 0.29 -0.16
H 4.004 0.972 -0.976 -0.13 -0.15 -0.12 0.10
H -2.161 1.094 -7.726 0.04 0.09 -0.06 0.09
O 1.901 2.470 0.211 -0.93 -0.03 -0.46 0.24
H -2.652 -0.669 0.713 0.10 -0.08 -0.27 0.08
H -3.037 1.832 -6.379 0.02 -0.04 0.07 0.08
C 0.922 -0.938 4.650 -0.27 -0.05 -0.04 -0.17
C 7.543 1.955 -4.107 -0.07 -0.05 0.02 -0.01
B 2.439 1.505 0.972 -0.20 0.02 0.33 -0.73
O 0.929 -1.787 3.482 0.21 -0.01 0.20 -0.04
H 6.787 1.262 -4.462 -0.02 -0.02 0.07 0.08
H 1.860 -0.386 4.703 0.12 0.25 -0.26 0.12
H -7.114 2.409 1.936 -0.09 0.21 -0.02 0.08
H 0.961 0.617 6.478 -0.12 -0.21 0.61 0.10
H 4.492 2.567 -0.419 -0.10 0.26 0.15 0.10
H 9.364 3.617 -3.632 -0.03 -0.03 -0.01 0.07
H -0.627 2.622 4.897 -0.22 0.24 0.03 0.08
C 0.238 2.331 5.486 -0.43 -0.23 -0.16 -0.10
H -6.796 -2.107 2.436 -0.14 0.21 0.23 0.11
H 2.778 -1.462 0.784 0.21 0.42 -0.20 0.17
O -5.207 -0.201 1.001 0.23 0.31 0.19 -0.20
H -7.049 0.732 2.532 -0.11 0.12 0.34 0.07
N -1.172 -2.876 -2.056 -0.63 -0.03 0.00 -0.10
C 7.527 1.956 -2.598 -0.01 -0.05 0.07 -0.54
H 0.935 -1.625 5.486 0.14 -0.36 0.08 0.14
H -1.618 2.649 -7.047 0.00 -0.03 -0.11 0.09
H -4.770 1.605 2.010 0.19 -0.18 0.21 0.11
H 7.318 2.949 -4.493 0.10 0.00 -0.06 0.09
C 1.220 -0.548 1.569 0.28 -0.14 0.36 -0.25
O 6.751 1.255 -1.957 0.01 0.06 -0.09 0.01
C -1.416 -1.554 -2.622 1.29 0.00 0.24 -0.12
H 0.597 0.161 -5.461 0.02 0.00 -0.03 0.14
H -7.353 -4.581 2.473 -0.19 -0.15 0.03 0.08
H 0.941 2.359 0.112 0.42 0.40 -0.08 0.14
C -1.197 0.941 -5.810 -0.06 -0.02 0.08 -0.54
C -6.880 1.384 1.682 0.26 -0.65 -0.07 -0.06
H -5.236 1.734 0.335 0.04 -0.01 -0.32 0.11
O 3.734 1.268 1.078 0.43 -0.37 -0.61 0.10
O -4.785 -0.483 3.513 -0.11 0.33 0.93 -0.24
H 0.391 3.059 6.270 0.16 0.21 0.11 0.08
O -4.818 -2.486 1.900 -0.29 0.32 0.35 -0.21
H -1.636 -1.571 -3.676 -0.29 -0.19 -0.22 0.06
N 8.408 2.764 -1.964 -0.07 -0.02 -0.17 0.01
O -1.624 0.610 -4.712 0.07 0.08 -0.05 0.02
H 1.392 -3.105 0.146 -0.05 -0.33 -0.07 0.14
H 1.085 0.039 -7.898 0.00 0.06 -0.12 0.08
H -1.167 -0.618 5.044 -0.19 -0.20 -0.13 0.12
N 1.466 0.687 1.816 0.69 1.03 0.68 0.34
P -4.457 -0.966 2.179 0.50 -0.27 -0.58 0.45
C 0.026 0.923 6.021 0.02 -0.17 -1.06 -0.23
H -6.696 -3.977 0.922 -0.33 -0.11 -0.27 0.08
H -5.824 -3.001 3.649 0.01 0.20 0.28 0.12
N 0.297 -1.214 2.366 -0.65 0.08 -0.56 -0.04
N 1.873 -1.100 0.496 -0.37 -0.54 -0.52 0.12
C -1.295 -2.933 -0.621 -0.01 0.03 -0.23 -0.19
H -2.322 -2.701 -0.356 -0.28 -0.01 -0.03 0.12
C -0.401 -1.960 0.159 0.28 -0.47 0.15 -0.27
H 8.348 2.717 -0.959 0.05 0.01 0.00 0.14
H 5.475 1.161 -0.044 0.19 -0.12 0.18 0.07
H -2.483 -3.024 2.002 -0.19 -0.09 -0.25 0.11
H -0.509 -0.943 -2.524 -0.04 0.36 -0.08 0.07
H -0.300 -3.273 -2.374 -0.04 0.00 -0.10 0.10
N 0.080 0.652 -6.171 -0.13 0.10 -0.08 0.01
H 9.202 4.679 -2.226 0.06 0.05 -0.10 0.09
C -2.053 1.677 -6.811 -0.04 -0.01 0.06 -0.01
H -7.502 1.012 0.879 -0.36 0.19 -0.20 0.08
C -6.491 -4.172 1.966 0.46 0.39 -0.10 -0.06
C 0.753 0.962 -7.421 0.15 -0.20 0.33 -0.07
H -0.190 -3.221 1.859 0.55 -0.10 0.12 0.16
H 1.016 1.154 2.599 -0.19 -0.44 0.09 0.15
C -5.445 1.208 1.258 -0.28 0.31 -0.19 -0.27
H -0.483 0.590 3.975 -0.09 -0.12 -0.36 0.08
C -2.692 -0.858 1.781 -0.70 -0.40 -0.38 -0.18
H -1.132 -3.963 -0.308 0.20 -0.12 0.20 0.14
C 4.468 1.517 -0.164 0.31 0.02 0.26 -0.01
C 1.056 -2.129 -0.195 0.41 -0.36 0.19 -0.10
H 1.082 2.338 4.800 0.36 0.12 0.01 0.06
H -2.318 0.029 2.277 0.14 0.22 0.20 0.09
H 10.392 3.369 -2.215 0.05 0.05 -0.10 0.09
H 1.228 -2.082 -1.263 0.12 0.30 -0.17 0.12
C -0.515 -2.205 1.650 -1.14 0.09 0.35 -0.23
C 9.395 3.656 -2.550 -0.06 -0.07 0.38 -0.07
C -0.276 -0.040 4.834 0.33 0.49 0.65 -0.19
H 1.626 1.585 -7.223 -0.01 0.05 -0.13 0.08
H -2.189 -1.017 -2.088 -0.44 -0.14 0.05 0.09
H -0.727 -0.951 -0.084 0.03 0.34 -0.08 0.14
H -0.814 0.876 6.699 0.09 0.10 0.48 0.11
H -1.830 -2.055 3.283 -0.06 -0.24 0.29 0.11

Record 3
15
Properties=species:S:1:pos:R:3:forces:R:3:nbo_charge:R:1 method="wB97M-V/def2-TZVPD" multiplicity=1 total_charge=0 de_lowest_kcal_mol=129.2 homo_lumo_gap_ev=6.18
H -1.629 -2.554 0.735 0.04 0.04 0.05 0.39
H 0.689 0.486 -1.977 0.09 -0.13 0.09 0.20
C 1.518 -0.156 0.989 -0.72 0.06 -0.29 -0.03
C 0.228 2.162 -0.785 0.16 0.19 0.08 -0.76
H -2.257 -0.605 -1.313 0.02 0.02 -0.16 0.19
C 0.193 0.831 -1.078 -0.80 -0.24 0.58 0.01
H 1.642 -0.983 1.676 -0.14 0.12 0.20 0.20
H -0.126 2.530 0.171 -0.21 0.06 -0.13 0.19
C -1.265 -0.356 -0.951 0.81 0.28 0.76 -0.28
N 0.521 -0.139 0.195 0.57 -0.15 -0.51 -0.27
H 0.447 2.873 -1.567 0.12 0.00 0.03 0.21
C -0.647 -0.926 0.090 -0.09 -0.16 -0.45 0.19
H 2.192 0.688 0.970 0.21 -0.07 -0.29 0.22
N -0.784 -2.036 0.928 0.00 -0.03 0.09 -0.84
H -0.722 -1.816 1.916 -0.07 0.00 -0.07 0.37

The records above yield LUMO energy values of -3.80 -3.28 -0.02 eV, respectively.